[1]
Density functional theory data (ωB97M-V with the def2-TZVPD basis set) for a 2-piece molecular cluster, C3H12N2O overall in a non-equilibrium geometry.

Values from the calculation:
Charge: 0
ΔE to the lowest compared entry with this formula, charge and spin, kcal/mol: 22.5
Multiplicity: 1
Largest force on an atom, eV Å⁻¹: 2.89
DFT total energy, eV: -8332.3447
Kohn-Sham gap, eV: 9.71

```
18
C3H12N2O | OMol25 | ωB97M-V with the def2-TZVPD basis set
C 0.16 -0.28 1.11
C 0.27 0.62 -0.17
N 0.28 2.09 0.24
C 1.68 0.36 -0.83
N 1.98 -1.12 -1.21
H 0.40 -1.28 0.78
H -0.84 -0.26 1.67
H 0.98 0.06 1.81
H -0.59 0.38 -0.90
H 0.57 2.09 1.20
H -0.67 2.45 0.15
H 1.83 0.83 -1.81
H 2.58 0.57 -0.11
H 1.85 -1.72 -0.43
H 1.33 -1.41 -1.99
O -3.64 -1.36 0.63
H -3.89 -0.44 0.80
H -2.89 -1.42 -0.03
```

[2]
Density functional theory data (ωB97M-V with the def2-TZVPD basis set) for a 3-piece molecular cluster, C3H12N2O2 overall in a non-equilibrium geometry.

Values from the calculation:
Charge: -1
ΔE to the lowest compared entry with this formula, charge and spin, kcal/mol: 44.4
Multiplicity: 2
Largest force on an atom, eV Å⁻¹: 4.21
DFT total energy, eV: -10377.9306
Kohn-Sham gap (spin up / spin down), eV: 2.37 / 8.70

```
19
C3H12N2O2 | OMol25 | ωB97M-V with the def2-TZVPD basis set
C 1.82 1.31 0.60
C 0.87 0.99 -0.66
N -0.43 0.30 -0.22
C -1.04 -0.46 -1.23
N -1.89 -1.41 -1.06
H 2.70 1.75 0.13
H 1.45 1.96 1.34
H 2.00 0.31 0.83
H 1.27 0.25 -1.29
H 0.71 1.88 -1.28
H -1.12 0.39 0.58
H -0.57 -0.08 -2.15
H -1.62 -2.15 -1.72
H -3.15 0.59 1.26
H -2.73 1.18 2.66
O -2.40 0.77 1.87
H 1.55 -3.19 0.56
H 0.85 -2.01 -0.23
O 1.73 -2.38 0.01
```

[3]
Density functional theory data (ωB97M-V with the def2-TZVPD basis set) for a 2-piece molecular cluster, C3H12N2O2 overall in a non-equilibrium geometry.

Values from the calculation:
Charge: 0
ΔE to the lowest compared entry with this formula, charge and spin, kcal/mol: 30.0
Multiplicity: 1
Largest force on an atom, eV Å⁻¹: 1.01
DFT total energy, eV: -10380.2472
Kohn-Sham gap, eV: 9.07

```
19
C3H12N2O2 | OMol25 | ωB97M-V with the def2-TZVPD basis set
N 1.61 -0.66 -1.14
C 0.55 0.20 -1.69
N -0.80 -0.36 -1.55
C -1.53 -0.06 -0.31
C -1.36 -1.02 0.87
O -0.06 -0.91 1.46
H 2.44 -0.09 -1.05
H 1.41 -1.01 -0.21
H 0.52 1.20 -1.24
H 0.78 0.27 -2.75
H -0.71 -1.37 -1.64
H -1.27 0.92 0.09
H -2.58 0.03 -0.62
H -2.14 -0.78 1.60
H -1.47 -2.07 0.61
H 0.06 0.04 1.64
O 1.21 1.67 1.94
H 1.30 2.58 1.68
H 2.05 1.43 2.33
```

[4]
Density functional theory data (ωB97M-V with the def2-TZVPD basis set) for a 3-piece molecular cluster, C3H12N2O2 overall in a non-equilibrium geometry.

Values from the calculation:
Charge: 0
ΔE to the lowest compared entry with this formula, charge and spin, kcal/mol: 43.9
Multiplicity: 1
Largest force on an atom, eV Å⁻¹: 2.94
DFT total energy, eV: -10379.6478
Kohn-Sham gap, eV: 9.86

```
19
C3H12N2O2 | OMol25 | ωB97M-V with the def2-TZVPD basis set
C 2.64 0.72 -1.15
C 1.15 0.53 -0.96
N 1.03 -0.29 0.27
C 0.36 -1.34 0.44
N -0.57 -1.86 -0.48
H 3.29 -0.08 -0.82
H 3.03 1.53 -0.50
H 2.99 1.11 -2.11
H 0.74 -0.08 -1.78
H 0.54 1.41 -0.73
H 0.31 -1.80 1.42
H -0.59 -2.15 -1.44
H -1.14 -2.59 -0.06
O -1.52 1.32 2.40
H -1.69 0.81 1.60
H -1.11 2.13 2.10
O -2.26 0.54 -0.40
H -1.36 0.34 -0.70
H -2.93 0.32 -1.04
```

[5]
Density functional theory data (ωB97M-V with the def2-TZVPD basis set) for a 2-piece molecular cluster, C3H12N2O2 overall.

Values from the calculation:
Charge: 0
ΔE to the lowest compared entry with this formula, charge and spin, kcal/mol: 28.7
Multiplicity: 1
Largest force on an atom, eV Å⁻¹: 0.68
DFT total energy, eV: -10380.3035
Kohn-Sham gap, eV: 9.55

```
19
C3H12N2O2 | OMol25 | ωB97M-V with the def2-TZVPD basis set
N -0.37 2.03 -1.39
C -0.04 1.73 -0.02
C -0.08 0.25 0.34
N 0.36 0.10 1.71
C -1.50 -0.26 0.23
O -1.59 -1.59 0.75
H 0.17 1.69 -2.16
H -1.29 2.35 -1.64
H -0.72 2.28 0.63
H 0.95 2.14 0.21
H 0.53 -0.27 -0.42
H 0.51 -0.86 1.96
H 1.14 0.68 1.97
H -2.20 0.39 0.76
H -1.81 -0.28 -0.82
H -2.23 -1.60 1.47
O 2.89 -2.58 -1.13
H 3.32 -3.44 -1.11
H 1.96 -2.77 -1.35
```

[6]
Density functional theory data (ωB97M-V with the def2-TZVPD basis set) for a 2-piece molecular cluster, C3H12N2O2 overall in a non-equilibrium geometry.

Values from the calculation:
Charge: 0
ΔE to the lowest compared entry with this formula, charge and spin, kcal/mol: 54.5
Multiplicity: 1
Largest force on an atom, eV Å⁻¹: 4.52
DFT total energy, eV: -10379.1862
Kohn-Sham gap, eV: 10.26

```
19
C3H12N2O2 | OMol25 | ωB97M-V with the def2-TZVPD basis set
N -1.69 -1.52 -1.83
C -0.52 -1.85 -0.95
C -0.36 -0.96 0.32
N 0.19 0.41 0.06
C -0.64 1.38 0.59
O -0.15 2.78 0.47
H -2.19 -2.32 -2.38
H -2.52 -1.26 -1.29
H -0.60 -2.94 -0.83
H 0.38 -1.80 -1.53
H 0.33 -1.44 1.13
H -1.40 -0.87 0.72
H 0.46 0.52 -0.89
H -0.86 1.26 1.69
H -1.65 1.37 0.12
H 0.70 2.53 0.03
O 2.87 -0.20 1.20
H 3.07 0.50 1.87
H 2.12 0.12 0.64
```